C17H30N2O8P | ωB97M-V with the def2-TZVPD basis set

Positions of all 58 atoms, in Å:
C1 -4.06 -0.67 -1.09
C2 -2.72 -1.22 -1.51
O1 -2.57 -2.38 -1.78
N1 -1.55 -0.35 -1.60
C3 -1.76 0.69 -2.61
C4 -0.86 0.60 -3.81
O2 -2.62 1.52 -2.50
C5 -0.91 0.10 -0.31
P1 -0.42 -1.41 0.65
O3 0.50 -1.09 1.74
O4 0.16 -2.39 -0.45
O5 -1.72 -2.17 1.19
C6 0.48 0.74 -0.65
C7 0.65 2.22 -0.28
C8 -0.13 3.15 -1.21
C9 2.13 2.59 -0.37
N2 0.22 2.36 1.13
O6 1.09 2.01 1.99
C10 -1.21 2.12 1.47
C11 -1.28 1.70 2.94
C12 -2.01 3.42 1.31
C13 -1.83 0.99 0.58
H1 -4.22 0.35 -1.43
H2 -4.84 -1.33 -1.47
H3 -4.14 -0.66 0.00
H4 -0.02 1.27 -3.67
H5 -1.41 0.94 -4.69
H6 -0.48 -0.41 -3.95
H7 -0.26 -2.25 -1.32
H8 -2.58 -1.78 1.01
H9 0.69 0.60 -1.71
H10 1.26 0.20 -0.11
H11 0.00 4.19 -0.89
H12 0.29 3.06 -2.22
H13 -1.19 2.93 -1.27
H14 2.43 2.65 -1.42
H15 2.76 1.85 0.13
H16 2.30 3.56 0.09
H17 -0.79 0.74 3.09
H18 -0.80 2.45 3.57
H19 -2.33 1.63 3.22
H20 -2.18 3.70 0.27
H21 -3.00 3.28 1.77
H22 -1.51 4.23 1.82
H23 -2.36 0.34 1.29
H24 -2.60 1.42 -0.05
O7 3.82 -1.55 -0.27
C14 3.88 -2.60 0.31
O8 4.98 -3.39 0.25
C15 4.74 -4.63 0.93
C16 3.60 -4.35 1.91
C17 2.82 -3.27 1.16
H25 4.47 -5.38 0.19
H26 5.67 -4.93 1.41
H27 3.02 -5.24 2.15
H28 4.00 -3.93 2.83
H29 2.08 -3.70 0.47
H30 2.32 -2.54 1.78

Values from the calculation:
E_tot   -46765.349 eV
HOMO energy (alpha / beta)   -8.0 / -9.4 eV
<S²>   0.7541
HOMO-LUMO gap (alpha / beta)   7.900 / 9.290 eV
2S+1   2

Computed Mulliken charges, given in elementary charges: atom 1 (C): -1.00, atom 2 (C): 0.17, atom 3 (O): -0.52, atom 4 (N): 0.57, atom 5 (C): 0.65, atom 6 (C): -1.45, atom 7 (O): -0.52, atom 8 (C): 2.06, atom 9 (P): 1.53, atom 10 (O): -0.79, atom 11 (O): -0.53, atom 12 (O): -0.69, atom 13 (C): -3.36, atom 14 (C): 2.00, atom 15 (C): -1.75, atom 16 (C): -1.83, atom 17 (N): 0.76, atom 18 (O): -0.64, atom 19 (C): 1.33, atom 20 (C): -1.76, atom 21 (C): -1.91, atom 22 (C): -1.61, atom 23 (H): 0.31, atom 24 (H): 0.43, atom 25 (H): 0.20, atom 26 (H): 0.27, atom 27 (H): 0.42, atom 28 (H): 0.34, atom 29 (H): 0.39, atom 30 (H): 0.35, atom 31 (H): 0.50, atom 32 (H): 0.64, atom 33 (H): 0.35, atom 34 (H): 0.42, atom 35 (H): 0.13, atom 36 (H): 0.39, atom 37 (H): 0.41, atom 38 (H): 0.44, atom 39 (H): 0.27, atom 40 (H): 0.48, atom 41 (H): 0.45, atom 42 (H): 0.37, atom 43 (H): 0.42, atom 44 (H): 0.38, atom 45 (H): 0.38, atom 46 (H): 0.51, atom 47 (O): -0.54, atom 48 (C): 0.49, atom 49 (O): -0.41, atom 50 (C): -0.44, atom 51 (C): -0.64, atom 52 (C): 0.14, atom 53 (H): 0.24, atom 54 (H): 0.35, atom 55 (H): 0.34, atom 56 (H): 0.28, atom 57 (H): 0.09, atom 58 (H): 0.14